1.
24
Properties=species:S:1:pos:R:3 method="wB97M-V/def2-TZVPD" orbital_gap_ha=0.3495 molar_mass_g_mol=138.2 spin_multiplicity=1 fmax_ha_per_bohr=0.0532 smiles="C=C1C(C)(C)N=NC1(C)C" e_homo_ev=-8.62 de_lowest_kcal_mol=36.9
C -1.320 -0.302 2.040
H -1.839 2.364 1.345
H 0.042 -2.306 -2.316
H 1.751 0.379 1.893
C 0.248 -0.509 -1.150
H 0.526 -0.008 -3.228
H -0.431 2.557 0.288
C 0.432 -2.011 -1.349
C -0.835 2.002 1.136
C 1.691 0.001 0.884
H -1.353 -1.363 1.801
N -1.323 -0.221 -1.275
H -0.096 -2.566 -0.579
H -0.201 2.182 2.002
H -0.627 -0.150 2.863
H 1.987 0.147 -2.238
N -1.763 0.263 -0.271
C 0.557 -0.034 0.215
H 0.713 1.365 -2.136
H 1.491 -2.268 -1.293
H 2.615 -0.347 0.446
C -0.864 0.508 0.829
H -2.315 0.016 2.349
C 0.913 0.301 -2.257

2.
31
Properties=species:S:1:pos:R:3 method="wB97M-V/def2-TZVPD" orbital_gap_ha=0.3443 molar_mass_g_mol=192.3 spin_multiplicity=1 fmax_ha_per_bohr=0.0567 smiles=CN[C@@H](CN)CS.O.O.O.O e_homo_ev=-8.76 de_lowest_kcal_mol=0.0
C 0.677 -2.032 0.887
H 0.443 -2.075 -2.416
H -0.747 2.486 2.396
H -2.848 0.051 0.524
H 0.421 0.099 0.715
S -0.137 -2.114 2.511
C 1.379 -1.709 -1.975
H 0.479 -2.984 0.360
H -2.112 1.004 -0.551
H 1.120 2.948 -2.621
O 0.619 2.291 -2.112
N -1.947 0.303 0.164
H 0.921 0.264 -1.551
C -1.215 -0.878 -0.390
H -0.040 -0.861 2.784
O -0.293 1.733 2.051
C 0.279 -0.790 0.065
O 1.678 2.302 0.349
H 1.010 2.158 1.006
H 0.989 2.378 -1.160
H 2.143 1.516 0.262
H -2.345 2.529 -2.694
H -1.640 -1.787 -0.029
H 1.978 -1.402 -2.839
H 1.749 -2.011 1.067
H -1.263 -0.898 -1.549
N 1.229 -0.573 -1.026
O -1.977 1.699 -2.411
H -0.914 1.227 1.400
H -0.988 1.867 -2.341
H 1.919 -2.554 -1.449

3.
76
Properties=species:S:1:pos:R:3 method="wB97M-V/def2-TZVPD" orbital_gap_ha="0.2103 / 0.1690" molar_mass_g_mol=656.2 spin_multiplicity=1 charge=+4 fmax_ha_per_bohr=0.0673 e_homo_ev="-18.60 / -18.49" de_lowest_kcal_mol=59.2
C 1.343 4.069 0.165
P 3.795 -0.476 0.203
H 5.216 -1.651 -2.032
C 5.512 1.882 0.191
C -2.998 2.213 -0.948
C -5.685 4.435 -2.453
C -0.758 2.979 0.576
C -3.674 -1.808 0.853
Sn 0.581 -0.122 0.273
C -2.737 -2.186 -0.292
C 1.602 3.220 -0.935
H -0.047 -3.901 1.817
C -1.781 1.592 -1.195
H -2.758 -1.370 -1.032
C -1.085 -3.587 1.619
H -3.040 -4.547 1.208
C -5.054 2.944 -4.096
H 0.448 -1.859 -2.478
H -6.318 5.289 -2.205
C 4.124 1.272 0.500
C -2.000 -4.802 1.437
Br 2.865 4.332 1.208
H 5.351 -1.335 2.107
H 4.315 -2.142 3.311
C -4.836 3.824 -1.524
H -1.712 0.851 4.585
C -4.024 2.720 -1.892
H 4.411 -3.032 -1.280
C 0.096 4.058 0.845
H 0.795 1.601 -2.175
H -4.605 -1.388 0.455
C -4.160 2.282 -3.237
H 0.481 -3.496 -3.164
H 4.447 -0.364 3.303
H -0.207 4.847 1.538
H -4.788 4.245 -0.524
H 2.214 -1.668 -1.208
C -0.153 -3.437 -1.097
H -2.005 -5.402 2.352
H -3.583 1.456 -3.643
C -0.595 2.192 -0.602
H -1.074 -2.656 -2.933
C -0.077 -2.824 -2.494
H 3.355 1.769 -0.109
H 3.899 1.464 1.561
C 4.395 -1.264 2.664
H 2.589 3.226 -1.400
H -0.040 1.326 5.089
H -3.191 2.588 0.072
H 5.506 2.964 0.438
H 0.869 -3.618 -0.723
H -1.695 0.861 -2.005
C 4.245 -2.155 -1.927
H 5.750 1.792 -0.880
N 0.217 -0.621 2.615
H 2.612 -2.093 1.606
H 3.930 -2.505 -2.923
H -3.218 -1.060 1.515
H -3.109 -3.087 -0.797
C 0.637 2.263 -1.331
H -3.957 -2.670 1.463
P -0.985 -2.388 0.197
H -0.744 -0.237 5.638
C -0.700 0.484 4.799
H -5.166 2.601 -5.128
H 2.463 -0.396 2.184
H 6.324 1.397 0.763
H -1.660 -5.460 0.635
N -5.738 4.002 -3.706
H 3.068 -0.314 -2.020
C -0.170 -0.179 3.622
H -0.644 -4.425 -1.121
H -1.643 2.797 1.188
C 3.147 -1.135 1.740
H -1.383 -3.011 2.507
C 3.195 -1.170 -1.334